A gas-phase ion, C5H11N2 (charge +1), computed with the ωB97M-V functional and the def2-TZVPD basis.

Each line ends with the Mulliken charge.
Positions of all 18 atoms, in Å:
C: 0.727 -1.795 -0.150  -0.122
N: 0.481 -0.541 0.208  0.474
C: 1.594 0.372 0.725  -0.425
C: 2.221 1.176 -0.402  -0.892
N: -0.652 0.083 -0.092  -0.526
C: -1.796 -0.352 0.113  0.065
C: -3.035 0.411 -0.179  -1.006
H: 0.087 -2.510 -0.513  0.374
H: 1.875 -2.031 0.052  0.193
H: 1.151 0.950 1.551  0.323
H: 2.355 -0.351 1.144  0.311
H: 2.998 0.529 -0.958  0.276
H: 1.462 1.500 -1.194  0.307
H: 2.749 2.092 0.011  0.319
H: -2.109 -1.255 0.565  0.445
H: -3.416 0.913 0.717  0.292
H: -2.940 1.195 -1.004  0.274
H: -3.750 -0.384 -0.593  0.318

Its charge is +1. The electronic energy is -306.27594 a.u. As for the lowest unoccupied orbital energy: -5.11 eV. For the relative energy (zero: lowest compared OMol25 entry of this formula, charge and spin), the calculation gives 2.9261 eV. Its structure (SMILES) is C=[N+](CC)/N=C/C. The molar mass comes out at 99.157 g/mol.